This record from the Open Molecules 2025 dataset describes a single C6H12OSSi2 molecule at a distorted geometry. The level of theory is ωB97M-V with the def2-TZVPD basis set.

Geometry as XYZ:
```
22
Properties=species:S:1:pos:R:3:forces:R:3:nbo_charge:R:1
S -2.392 0.222 -1.308 0.6 0.5 0.5 0.473
Si 1.592 0.431 0.371 1.1 -0.3 -3.6 1.682
Si 0.777 -2.601 -0.210 3.1 0.5 -0.9 1.286
O 1.541 -1.159 -0.051 -0.6 -0.1 0.1 -1.261
C -1.314 0.806 -0.094 1.6 0.4 0.7 -0.207
C 0.155 1.283 -0.565 -1.4 -0.6 1.0 -0.897
C 3.241 1.063 -0.467 -1.4 -1.6 -0.5 -1.103
C -3.639 -0.037 -0.190 3.0 0.8 1.2 -0.439
C -3.196 0.253 1.082 -1.6 -0.3 -1.2 -0.242
C -1.913 0.752 1.200 2.1 0.5 -1.3 -0.295
H 3.470 0.942 -1.533 -1.2 -0.4 -0.2 0.245
H 4.074 0.507 -0.098 0.8 0.1 1.1 0.239
H 0.243 2.376 -0.368 -0.1 -0.6 -0.6 0.246
H 0.639 -3.114 -1.532 -0.2 0.2 -1.4 -0.231
H 1.720 0.464 1.782 -0.2 0.4 1.2 -0.218
H -3.885 0.172 1.865 -0.7 -0.1 1.3 0.217
H 0.322 0.998 -1.656 -0.2 0.7 1.4 0.258
H 3.293 2.099 -0.392 0.6 2.0 0.9 0.223
H -0.484 -2.651 0.271 -2.7 0.0 1.6 -0.222
H -4.545 -0.341 -0.528 -2.5 -0.9 -0.6 0.225
H 1.795 -3.526 0.220 0.2 -0.7 0.9 -0.216
H -1.494 1.060 2.201 -0.2 -0.3 -1.6 0.237
```
Forces are in eV/Å.

Results
- Orbital gap: 9.299 eV
- HOMO: -8.527 eV
- Total charge: 0
- Structure (SMILES): C[Si@@H](Cc1cccs1)O[SiH3]
- E_tot: -35055.2476 eV
- Relative energy (zero: lowest compared OMol25 entry of this formula, charge and spin): 0.0000 eV

This record from the Open Molecules 2025 dataset describes a molecular structure, C27H24F3N4O6S5SbSn. The level of theory is ωB97M-V with the def2-TZVPD basis set.

Geometry as XYZ:
```
71
Properties=species:S:1:pos:R:3:forces:R:3:nbo_charge:R:1
Sb -2.696 -0.484 -2.638 0.0 0.1 0.0 0.889
Sn -1.242 -0.347 0.654 0.1 0.1 -0.1 1.591
S 1.040 -0.870 2.978 0.5 0.1 0.2 2.416
S -3.824 -0.412 -0.332 0.0 0.1 -0.1 -0.411
S -0.484 -0.818 -1.529 0.0 -0.1 0.0 -0.715
S -3.132 -2.479 -3.596 -0.1 -0.1 0.0 -0.901
S -3.052 -1.976 0.828 0.0 -0.2 0.0 -0.407
F -0.481 4.563 8.431 0.1 0.0 0.0 -0.338
F -1.920 3.179 9.239 0.0 -0.1 0.0 -0.338
F -2.577 4.831 8.009 -0.1 0.1 0.0 -0.335
O -0.271 -0.660 3.794 0.3 -0.1 -0.2 -0.795
O 0.710 -1.399 1.656 -0.6 0.1 -0.3 -0.972
O 3.891 -1.631 1.728 -0.1 -0.5 0.3 -0.697
O 1.867 0.291 3.012 -0.1 0.1 0.1 -0.913
O 5.873 1.966 -0.199 -0.1 0.0 0.0 -0.695
O 0.094 1.926 -0.126 -0.1 -0.2 0.2 -0.696
N 6.463 -0.259 -0.168 0.1 0.1 0.1 -0.667
N 4.626 0.424 1.004 0.1 0.0 0.3 -0.703
N 2.327 1.755 0.331 0.0 0.1 -0.2 -0.815
N 1.421 3.777 -0.265 0.0 -0.2 0.0 -0.647
C -0.756 0.988 5.897 0.0 0.1 0.1 -0.242
C -1.618 3.890 8.130 0.0 0.0 0.0 0.979
C -1.016 0.659 3.409 -0.2 0.1 -0.4 0.015
C 0.359 4.547 -0.872 0.0 -0.1 0.0 -0.414
C 6.986 -4.483 2.249 0.0 0.0 0.0 -0.239
C 6.687 -2.389 1.080 0.1 -0.1 0.0 -0.013
C -1.693 2.737 4.543 0.0 0.0 0.1 -0.214
C 5.578 -3.623 -2.926 0.0 0.0 0.0 -0.227
C 7.901 -1.952 1.599 0.0 0.0 -0.1 -0.210
C 4.266 -3.405 -3.326 0.0 0.0 0.0 -0.226
C 6.058 -3.035 -1.765 0.0 0.0 0.0 -0.223
C 6.233 -3.663 1.422 0.0 0.0 0.0 -0.137
C -0.928 1.774 7.026 0.0 -0.1 0.0 -0.170
C 5.633 0.829 0.190 0.4 -0.1 -0.1 0.767
C -1.866 3.520 5.666 0.0 0.0 0.0 -0.176
C 3.442 -2.594 -2.558 0.0 0.0 0.0 -0.218
C -1.476 0.968 2.221 0.0 0.0 0.2 -0.652
C -1.485 3.038 6.917 0.0 0.0 -0.1 -0.211
C 3.927 -2.000 -1.401 0.0 -0.1 0.0 -0.133
C 8.204 -4.045 2.751 0.0 0.1 0.0 -0.239
C 1.213 2.416 -0.019 0.2 0.3 -0.1 0.793
C 1.803 -2.201 3.840 -0.2 0.0 0.1 -0.888
C 4.656 -0.907 1.115 0.3 0.4 -0.5 0.686
C 8.656 -2.775 2.424 0.0 0.0 0.0 -0.222
C 5.242 -2.213 -0.992 -0.1 0.0 0.0 -0.025
C -1.140 1.453 4.639 0.0 -0.1 0.0 0.059
C 5.821 -1.492 0.222 -0.2 0.0 0.1 -0.068
H 2.355 3.994 -0.573 0.0 0.0 0.1 0.377
H 0.370 5.571 -0.493 0.0 0.0 0.0 0.178
H 3.200 2.217 0.520 0.0 0.0 0.0 0.419
H 7.078 -3.224 -1.449 0.0 0.0 0.0 0.209
H 2.512 -2.630 3.135 0.0 0.0 0.0 0.299
H 3.884 -3.871 -4.226 0.0 0.0 0.0 0.203
H 0.427 4.573 -1.965 0.0 0.0 0.0 0.171
H 8.242 -0.956 1.346 0.0 0.0 0.0 0.231
H 6.921 -0.191 -1.063 -0.1 0.0 -0.1 0.389
H 1.022 -2.898 4.137 0.1 -0.1 -0.1 0.235
H -0.585 4.078 -0.604 0.0 0.0 0.0 0.242
H 2.339 0.787 0.606 -0.3 0.1 0.1 0.432
H -0.630 1.398 7.996 0.0 0.0 0.0 0.211
H 6.616 -5.468 2.506 0.0 0.0 0.0 0.200
H 9.601 -2.418 2.817 0.0 0.0 0.0 0.198
H -0.322 0.004 5.994 0.0 0.0 0.0 0.225
H 5.278 -3.999 1.040 0.0 0.0 0.0 0.222
H 2.413 -2.426 -2.848 0.0 0.0 0.0 0.230
H -2.297 4.508 5.576 0.0 0.0 0.0 0.215
H 2.320 -1.794 4.704 0.0 0.0 0.0 0.241
H 6.227 -4.260 -3.516 0.0 0.0 0.0 0.196
H -1.982 3.083 3.560 0.0 0.0 0.0 0.251
H 3.265 -1.386 -0.805 0.0 0.0 0.0 0.230
H 8.793 -4.687 3.396 0.0 0.0 0.0 0.196
```
Forces are in eV/Å.

Results
- Orbital gap: 6.624 eV
- HOMO: -2.643 eV
- Total charge: -2
- E_tot: -121337.1590 eV

This record from the Open Molecules 2025 dataset describes 2 unconnected molecules or ions with the total composition C3H6NO2 at a distorted geometry. The level of theory is ωB97M-V with the def2-TZVPD basis set.

Geometry as XYZ:
```
12
Properties=species:S:1:pos:R:3:forces:R:3:nbo_charge:R:1
O -0.292 -2.851 3.140 0.0 0.8 -0.5 -0.518
O 0.498 -0.855 3.075 -0.9 -1.0 -1.0 -0.577
N -0.068 -1.825 2.477 0.9 -0.1 0.8 0.321
C -0.939 -0.477 0.135 -0.4 -1.9 -1.1 -0.573
C -0.370 -1.922 0.057 0.4 1.6 1.6 -0.151
C 0.088 0.632 0.030 -0.2 1.4 -0.7 -0.635
H -1.593 -0.460 -0.753 0.2 0.1 -0.3 0.197
H 1.132 0.363 -0.234 -0.8 -0.6 -0.5 0.202
H 0.731 -1.656 0.113 -0.6 -0.8 -0.2 0.077
H -1.741 -0.441 0.906 1.0 0.3 0.0 0.247
H 0.298 1.042 1.000 -0.4 0.8 0.6 0.232
H -0.286 1.402 -0.738 0.8 -0.7 1.3 0.177
```
Forces are in eV/Å.

Results
- Orbital gap: 7.915 eV
- HOMO: -3.736 eV
- Total charge: -1
- E_tot: -8788.0121 eV
- Relative energy (zero: lowest compared OMol25 entry of this formula, charge and spin): 7.2048 eV